53
Properties=species:S:1:pos:R:3:forces:R:3:lowdin_charge:R:1 method="wB97M-V/def2-TZVPD" energy_ev=-84809.18075 orbital_gap_ev=8.21 e_homo_ev=-6.50 charge=-1
Na 0.398272 0.442896 -0.289925 -0.65 0.12 -0.13 0.374
C -0.883638 -1.855785 -3.884789 -0.30 0.11 0.25 -0.627
F 0.042470 -2.812473 -3.648197 -0.18 0.10 -0.21 0.090
F -1.474475 -2.136113 -5.053364 0.06 -0.15 0.16 0.121
F -1.823863 -1.978372 -2.911980 0.23 -0.11 -0.30 0.097
S -0.138774 -0.177255 -3.910225 0.61 -0.37 -0.03 0.450
O -1.230149 0.664817 -4.262346 -0.65 0.46 -0.02 -0.271
O 0.369567 -0.046563 -2.552876 0.10 -0.05 0.45 -0.326
O 0.890492 -0.345184 -4.901505 0.35 -0.02 -0.23 -0.311
C -3.332971 3.079379 0.643457 -0.15 0.03 -0.04 -0.649
F -2.535430 3.086154 1.733104 0.08 0.02 -0.03 0.100
F -4.200657 2.070537 0.805136 -0.04 -0.10 0.00 0.117
F -4.042681 4.218831 0.667877 0.05 0.04 -0.01 0.110
S -2.364156 2.894749 -0.919054 0.33 0.24 0.56 0.477
O -3.373255 2.859151 -1.935723 -0.07 -0.08 -0.07 -0.281
O -1.503432 4.059859 -0.878518 0.00 -0.07 -0.08 -0.316
O -1.670148 1.641754 -0.642117 0.11 -0.10 -0.05 -0.323
C -1.515986 0.477452 3.789231 0.92 0.38 -0.14 -0.048
O -2.562798 -0.053997 3.001142 -0.37 -0.17 -0.13 0.016
C -2.177670 -0.489884 1.799260 -0.45 0.35 -0.11 -0.599
O -1.036233 -0.509186 1.418243 0.48 -0.16 -0.09 0.110
O -3.242480 -0.872248 1.115217 0.05 -0.17 0.45 0.029
C -2.976263 -1.286529 -0.225449 0.17 0.18 -0.75 -0.023
H -0.934791 1.217095 3.230479 -0.20 -0.04 -0.06 0.086
H -0.804727 -0.302323 4.073210 -0.20 -0.05 0.18 0.096
H -1.957233 0.966091 4.649627 -0.19 -0.19 0.10 0.093
H -3.832075 -1.852974 -0.578517 -0.10 -0.04 0.23 0.098
H -2.069758 -1.885253 -0.287866 -0.03 -0.05 0.12 0.079
H -2.850696 -0.405787 -0.855776 0.05 -0.01 0.06 0.090
C 3.488144 0.455083 2.506613 0.21 -0.37 0.35 -0.030
O 3.429226 1.859407 2.274769 -0.01 0.17 -0.17 0.020
C 2.279184 2.324011 1.784010 -0.24 0.43 0.24 -0.584
O 1.265144 1.683424 1.642643 0.04 -0.40 -0.35 0.101
O 2.403804 3.616879 1.542219 0.27 -0.17 -0.06 0.019
C 1.325783 4.236546 0.801377 0.44 0.48 -0.28 0.007
H 2.500861 0.004365 2.483069 -0.03 0.02 -0.04 0.087
H 3.951364 0.309224 3.483178 -0.08 0.07 -0.02 0.093
H 4.127657 -0.013470 1.759340 -0.09 0.10 -0.13 0.089
H 1.221488 5.237416 1.213279 -0.33 -0.18 0.27 0.097
H 0.424613 3.636929 0.829977 -0.12 0.19 0.01 0.074
H 1.676353 4.394755 -0.220630 -0.15 -0.37 -0.02 0.104
C 4.006401 -2.849367 -0.600319 0.31 -0.09 0.22 -0.018
O 2.657235 -3.221414 -0.859828 -0.20 -0.15 0.09 0.004
C 1.705923 -2.376443 -0.450455 -0.06 0.04 -0.36 -0.574
O 1.902099 -1.302475 0.060807 0.21 0.11 0.16 0.105
O 0.488434 -2.818164 -0.680819 -0.12 0.20 0.15 0.024
C 0.276286 -4.128689 -1.189976 0.48 -0.64 -0.19 -0.036
H 4.580712 -3.004483 -1.508903 -0.09 0.11 -0.11 0.098
H 4.406954 -3.510255 0.171387 -0.09 0.06 0.02 0.096
H 4.056087 -1.817761 -0.264540 0.05 0.02 -0.11 0.083
H -0.782087 -4.200987 -1.404017 -0.08 0.01 0.10 0.096
H 0.602043 -4.871230 -0.457244 -0.23 0.07 0.08 0.100
H 0.839804 -4.312131 -2.103691 -0.09 0.20 0.06 0.090